1.
The following is a quantum chemistry calculation of C17H10FeN2O2S2SbSe4 as an isolated structure, from the Open Molecules 2025 dataset.

XYZ file:
```
39
Properties=species:S:1:pos:R:3
Fe -0.99 1.63 2.33
Se 2.27 2.37 7.50
Sb 2.10 1.63 5.21
Se -1.71 2.99 4.39
Se 0.55 3.21 3.80
Se 1.42 -0.61 4.68
O -2.66 -1.99 1.62
C -1.93 -1.02 1.83
O -2.18 0.01 2.52
C -0.55 -1.04 1.17
C -0.15 -2.15 0.39
C 1.06 -2.11 -0.22
C 1.90 -0.98 -0.05
C 3.17 -0.88 -0.65
C 3.94 0.23 -0.44
C 3.47 1.28 0.37
C 2.24 1.21 0.95
C 1.42 0.08 0.75
N 0.19 0.02 1.35
H -0.84 -2.97 0.31
H 1.40 -2.94 -0.84
H 3.53 -1.70 -1.27
H 4.92 0.30 -0.90
H 4.09 2.16 0.53
H 1.85 2.01 1.57
S -0.85 3.07 0.32
C -1.32 1.92 -0.87
N -1.92 0.79 -0.67
C -2.10 0.08 -1.84
C -2.69 -1.18 -1.91
C -2.81 -1.79 -3.15
C -2.35 -1.16 -4.31
C -1.76 0.09 -4.25
C -1.64 0.71 -3.01
S -0.93 2.23 -2.58
H -3.02 -1.65 -0.99
H -3.26 -2.77 -3.21
H -2.46 -1.66 -5.27
H -1.40 0.57 -5.15
```

Properties
Expectation value of S²: 8.783
Multiplicity: 6
HOMO-LUMO gap (alpha / beta): 5.68 / 5.50 eV
Energy above the lowest of the compared OMol25 structures with the same formula, charge and spin: 0.328 eV
Total charge: -2
HOMO energy (alpha / beta): -1.619 / -1.957 eV

Atom charges from the Mulliken analysis, given in e for atoms 1 to 4: atom 1 (Fe): 0.704, atom 2 (Se): -0.657, atom 3 (Sb): 0.411, atom 4 (Se): -0.496

2.
The following is a quantum chemistry calculation of C17H11Cl3F10GeN3Pd as an isolated structure, from the Open Molecules 2025 dataset.

XYZ file:
```
46
Properties=species:S:1:pos:R:3
Pd 0.04 -0.14 0.19
C -0.22 2.67 -1.33
N -0.02 2.28 0.06
C -1.14 2.63 0.90
C -2.39 1.84 0.57
N -2.13 0.42 0.70
C -3.13 -0.44 0.48
C -4.45 -0.20 0.01
F -4.86 1.05 -0.34
C -5.40 -1.19 -0.18
F -6.61 -0.86 -0.66
C -5.12 -2.51 0.10
F -6.04 -3.48 -0.10
C -3.86 -2.80 0.60
F -3.56 -4.08 0.92
C -2.93 -1.81 0.79
F -1.75 -2.18 1.33
C 1.28 2.68 0.56
C 2.40 1.76 0.08
N 2.17 0.42 0.58
C 3.15 -0.49 0.52
C 2.94 -1.75 1.13
F 1.78 -1.97 1.78
C 3.87 -2.77 1.15
F 3.58 -3.93 1.77
C 5.11 -2.62 0.55
F 6.02 -3.62 0.56
C 5.37 -1.41 -0.05
F 6.56 -1.22 -0.67
C 4.44 -0.39 -0.07
F 4.82 0.74 -0.73
H -0.37 3.76 -1.42
H -1.08 2.15 -1.75
H 0.64 2.38 -1.93
H -1.37 3.72 0.83
H -0.86 2.42 1.94
H -2.76 2.14 -0.42
H -3.16 2.17 1.29
H 1.25 2.62 1.65
H 1.52 3.72 0.29
H 3.33 2.19 0.47
H 2.47 1.80 -1.01
Cl 1.29 -0.03 -3.57
Ge 0.12 -1.17 -1.95
Cl 0.93 -3.22 -2.53
Cl -1.86 -1.28 -3.08
```

Properties
Expectation value of S²: 0.755
Multiplicity: 2
HOMO-LUMO gap (alpha / beta): 6.00 / 6.56 eV
Total charge: -2
HOMO energy (alpha / beta): -1.105 / -1.670 eV

Atom charges from the Mulliken analysis, given in e for atoms 1 to 4: atom 1 (Pd): 0.214, atom 2 (C): -1.259, atom 3 (N): 1.384, atom 4 (C): -1.212

3.
The following is a quantum chemistry calculation of C17H12AuI2NO6 as an isolated structure, from the Open Molecules 2025 dataset.

XYZ file:
```
39
Properties=species:S:1:pos:R:3
Au 0.58 0.91 0.80
O -3.00 2.64 2.05
C -2.30 1.78 1.54
O -1.34 1.96 0.70
C -2.66 0.28 1.88
C -2.45 -0.64 0.67
C -3.18 -1.97 0.90
C -2.26 -2.65 1.94
C -1.17 -1.57 2.13
O -1.07 -1.03 0.80
C -1.76 -0.40 2.94
C -0.64 0.52 3.57
O -0.82 0.86 4.73
O 0.40 0.78 2.86
H -3.70 0.33 2.19
H -2.62 -0.17 -0.29
H -4.20 -1.81 1.26
H -3.23 -2.55 -0.02
H -2.76 -2.89 2.88
H -1.81 -3.56 1.54
H -0.21 -1.93 2.47
H -2.32 -0.73 3.81
I 5.94 0.31 0.44
C 4.51 0.49 -1.06
C 4.85 0.45 -2.40
C 3.89 0.54 -3.38
I 4.51 0.47 -5.38
C 2.50 0.68 -3.06
C 1.44 0.73 -3.98
C 0.16 0.92 -3.55
C -0.09 1.05 -2.18
N 0.89 0.96 -1.30
C 2.16 0.76 -1.70
C 3.15 0.63 -0.64
O 2.81 0.64 0.57
H 5.89 0.36 -2.67
H 1.65 0.63 -5.04
H -0.67 0.97 -4.25
H -1.08 1.25 -1.79
```

Properties
Expectation value of S²: 2.044
Multiplicity: 3
HOMO-LUMO gap (alpha / beta): 6.30 / 4.30 eV
Energy above the lowest of the compared OMol25 structures with the same formula, charge and spin: 0.246 eV
HOMO energy (alpha / beta): -8.130 / -8.199 eV

Atom charges from the Mulliken analysis, given in e for atoms 1 to 4: atom 1 (Au): 1.056, atom 2 (O): -0.692, atom 3 (C): -0.034, atom 4 (O): -0.613

4.
The following is a quantum chemistry calculation of C17H12ClF6N4O5ReS2Se2 as an isolated structure, from the Open Molecules 2025 dataset.

XYZ file:
```
50
Properties=species:S:1:pos:R:3
Re 0.60 0.56 -0.06
F 2.79 -1.03 -2.48
C 2.52 -2.33 -2.49
F 1.84 -2.65 -3.58
F 3.64 -3.03 -2.43
S 1.48 -2.77 -0.99
O 0.73 -1.42 -0.83
O 0.71 -3.90 -1.34
N 2.46 -2.98 0.17
S 2.98 -1.89 1.20
O 2.97 -2.40 2.52
O 2.41 -0.58 0.97
C 4.76 -1.71 0.72
F 5.34 -2.89 0.78
F 5.32 -0.87 1.57
F 4.84 -1.23 -0.51
Se -2.98 2.64 -0.80
Se -2.17 1.99 -2.85
C -2.13 0.11 -2.49
C -3.00 -0.67 -3.23
C -3.00 -2.03 -3.05
C -2.14 -2.57 -2.10
C -1.33 -1.73 -1.38
N -1.27 -0.39 -1.59
C -1.42 3.60 -0.24
C -1.58 4.97 -0.06
C -0.49 5.72 0.33
C 0.72 5.07 0.52
C 0.80 3.70 0.33
N -0.27 2.96 -0.02
H -3.66 -0.20 -3.95
H -3.67 -2.67 -3.62
H -2.11 -3.63 -1.91
H -0.48 -2.18 -0.38
H -2.54 5.42 -0.25
H -0.58 6.79 0.47
H 1.61 5.62 0.80
H 1.80 3.23 0.43
O 1.37 1.64 0.95
Cl -1.22 -3.37 3.63
C -1.36 -1.74 3.09
C -2.22 -0.85 3.69
C -2.26 0.44 3.20
C -1.46 0.80 2.14
N -0.63 -0.07 1.55
C -0.58 -1.32 2.03
H -2.84 -1.16 4.52
H -2.92 1.19 3.64
H -1.47 1.80 1.74
H 0.11 -2.02 1.58
```

Properties
Expectation value of S²: 0.754
Multiplicity: 2
HOMO-LUMO gap (alpha / beta): 7.43 / 7.81 eV
Energy above the lowest of the compared OMol25 structures with the same formula, charge and spin: 6.076 eV
Total charge: +1
HOMO energy (alpha / beta): -11.201 / -11.705 eV

Atom charges from the Mulliken analysis, given in e for atoms 1 to 4: atom 1 (Re): 1.875, atom 2 (F): -0.185, atom 3 (C): 0.688, atom 4 (F): -0.216

5.
The following is a quantum chemistry calculation of one molecule with the formula C17H12ClN3O2S2, from the Open Molecules 2025 dataset.

XYZ file:
```
37
Properties=species:S:1:pos:R:3
O -1.72 -0.18 2.51
O -2.80 -1.64 0.89
Cl -3.59 -1.87 -4.43
N 1.47 2.90 0.63
S 1.14 3.23 3.21
C 1.97 3.52 1.67
C -0.02 2.30 2.31
C 0.33 2.15 0.99
C -0.36 1.41 -0.08
C -1.17 0.26 -0.13
C 2.10 -3.64 1.62
C 2.06 -2.42 2.29
C 1.06 -4.02 0.78
C -1.93 0.37 -4.30
C -2.33 -0.82 -2.25
C -1.15 1.32 -3.62
C 0.95 -1.60 2.09
C -0.04 -3.21 0.58
C -2.51 -0.72 -3.64
C -1.56 0.07 -1.52
C -0.99 1.12 -2.24
C -0.10 -1.97 1.25
N 3.10 4.25 1.41
N -0.25 1.90 -1.38
S -1.57 -0.88 1.22
H -0.90 1.86 2.74
H 2.91 -4.35 1.75
H 2.84 -2.16 2.99
H 1.06 -5.01 0.33
H -2.06 0.40 -5.39
H -2.83 -1.65 -1.80
H -0.74 2.19 -4.10
H 0.88 -0.59 2.53
H -0.87 -3.56 -0.05
H 3.58 3.97 0.57
H 3.68 4.42 2.19
H 0.36 2.66 -1.63
```

Properties
SMILES: Nc1nc(-c2[nH]c3ccc(Cl)cc3c2S(=O)(=O)c2ccccc2)cs1
Multiplicity: 1
HOMO-LUMO gap: 8.23 eV
Energy above the lowest of the compared OMol25 structures with the same formula, charge and spin: 0.039 eV
HOMO energy: -8.224 eV

Atom charges from the Mulliken analysis, given in e for atoms 1 to 4: atom 1 (O): -0.660, atom 2 (O): -0.662, atom 3 (Cl): -0.230, atom 4 (N): -0.649

6.
The following is a quantum chemistry calculation of C17H12ClN3O7SSe4V as an isolated structure, from the Open Molecules 2025 dataset.

XYZ file:
```
46
Properties=species:S:1:pos:R:3
V 0.89 -1.16 0.13
O -3.11 -0.99 3.26
C -3.34 0.32 3.34
O -4.22 0.76 4.03
C -2.45 1.21 2.54
C -2.30 2.57 2.74
Cl -3.11 3.54 3.87
N -1.39 3.03 1.83
N -0.97 2.03 1.04
C -1.59 0.94 1.46
C -1.21 -0.34 0.82
O -1.05 -1.38 1.51
O -0.87 -0.34 -0.40
C -0.81 4.32 1.58
C -0.96 5.39 2.45
C -0.35 6.60 2.15
C 0.42 6.75 1.00
C 0.57 5.66 0.15
C -0.04 4.45 0.43
H -2.30 -1.20 2.74
H -1.53 5.31 3.36
H -0.47 7.43 2.83
H 0.89 7.69 0.78
H 1.17 5.76 -0.75
H 0.09 3.61 -0.24
Se 1.54 -3.47 -0.01
Se 1.97 -3.57 -2.33
Se 1.56 -1.34 -2.94
Se 2.64 -0.16 -1.24
N 1.69 -0.41 1.94
C 3.01 -0.87 2.36
C 4.12 -0.09 2.10
C 5.36 -0.51 2.56
C 5.48 -1.70 3.25
C 4.36 -2.48 3.48
C 3.12 -2.08 3.03
S 7.08 -2.21 3.94
O 6.81 -2.27 5.37
O 7.99 -1.15 3.54
O 7.31 -3.50 3.32
H 1.03 -0.62 2.69
H 1.70 0.61 1.89
H 4.02 0.85 1.56
H 6.25 0.08 2.39
H 4.48 -3.41 4.02
H 2.24 -2.69 3.21
```

Properties
Expectation value of S²: 2.039
Multiplicity: 3
HOMO-LUMO gap (alpha / beta): 6.51 / 6.71 eV
Energy above the lowest of the compared OMol25 structures with the same formula, charge and spin: 1.801 eV
Total charge: -1
HOMO energy (alpha / beta): -5.624 / -5.624 eV

Atom charges from the Mulliken analysis, given in e for atoms 1 to 4: atom 1 (V): 0.662, atom 2 (O): -0.549, atom 3 (C): 0.420, atom 4 (O): -0.577

no.,strongest force on any atom (eV/A)
1,0.49
2,0.92
3,1.94
4,6.47
5,2.58
6,1.17